# C13H30NO2P

A single C13H30NO2P molecule (wB97M-V/def2-TZVPD, the Open Molecules 2025 dataset).

Bonds (Å) are listed after each position.
Geometry (Å):
1 C 0.375 -1.791 1.839  C2 1.545, H18 1.091, H19 1.090, H20 1.088
2 C -1.014 -2.209 2.371  C1 1.545, C3 1.534, H21 1.090, H22 1.093
3 C -1.775 -3.179 1.458  C2 1.534, C4 1.531, H23 1.091, H24 1.093
4 C -2.631 -2.504 0.382  C3 1.531, C5 1.519, H25 1.094, H26 1.095
5 C -1.914 -1.433 -0.422  C4 1.519, C6 1.538, H27 1.095, H28 1.095
6 C -2.821 -0.693 -1.420  C5 1.538, C7 1.529, H29 1.094, H30 1.092
7 C -2.471 0.783 -1.614  C6 1.529, C8 1.529, H31 1.092, H32 1.093
8 C -0.983 1.042 -1.850  C7 1.529, P9 1.837, H33 1.089, H34 1.098
9 P -0.557 2.823 -1.700  C8 1.837, O10 1.651, H35 1.413
10 O -0.655 3.074 -0.071  P9 1.651, C11 1.420
11 C -0.004 2.264 0.897  O10 1.420, C12 1.514, H36 1.094, H37 1.091
12 C 1.374 2.770 1.264  C11 1.514, N13 1.463, H38 1.100, H39 1.092
13 N 2.376 2.696 0.201  C12 1.463, C14 1.465, H40 1.009
14 C 3.159 1.457 0.207  N13 1.465, C15 1.521, H41 1.097, H42 1.092
15 C 2.470 0.308 -0.513  C14 1.521, C16 1.538, O17 1.440, H43 1.090
16 C 2.733 0.303 -2.029  C15 1.538, H44 1.090, H45 1.087, H46 1.091
17 O 2.957 -0.896 0.107  C15 1.440, H47 0.954
18 H 0.544 -2.210 0.846  C1 1.091
19 H 0.473 -0.708 1.765  C1 1.090
20 H 1.176 -2.146 2.483  C1 1.088
21 H -0.878 -2.667 3.350  C2 1.090
22 H -1.630 -1.320 2.523  C2 1.093
23 H -2.438 -3.793 2.070  C3 1.091
24 H -1.056 -3.841 0.970  C3 1.093
25 H -3.531 -2.072 0.830  C4 1.094
26 H -2.979 -3.284 -0.303  C4 1.095
27 H -1.082 -1.885 -0.971  C5 1.095
28 H -1.461 -0.695 0.248  C5 1.095
29 H -3.849 -0.760 -1.051  C6 1.094
30 H -2.817 -1.212 -2.381  C6 1.092
31 H -3.020 1.161 -2.479  C7 1.092
32 H -2.813 1.360 -0.751  C7 1.093
33 H -0.357 0.415 -1.217  C8 1.089
34 H -0.710 0.792 -2.883  C8 1.098
35 H 0.827 2.610 -1.894  P9 1.413
36 H -0.616 2.328 1.802  C11 1.094
37 H 0.000 1.213 0.606  C11 1.091
38 H 1.709 2.226 2.159  C12 1.100
39 H 1.251 3.816 1.554  C12 1.092
40 H 3.022 3.459 0.339  N13 1.009
41 H 3.415 1.142 1.226  C14 1.097
42 H 4.102 1.667 -0.301  C14 1.092
43 H 1.391 0.347 -0.360  C15 1.090
44 H 3.281 -0.606 -2.277  C16 1.090
45 H 3.301 1.173 -2.346  C16 1.087
46 H 1.794 0.267 -2.583  C16 1.091
47 H 2.332 -1.592 -0.079  O17 0.954

As for the structure (SMILES): CCCCCCCCPOCCNC[C@@H](C)O. The value obtained for the lowest unoccupied orbital energy is 0.855 eV. The spin multiplicity is 1. The value obtained for the HOMO energy is -8.67 eV.